Model 1:
# C13H26N6O6Pt

C13H26N6O6Pt as an isolated structure (wB97M-V/def2-TZVPD, the OMol25 dataset).

The value obtained for the frontier orbital gap (spin up / spin down) is 0.1452 / 0.1878 Eh. The spin multiplicity is 3. The HOMO energy (spin up / spin down) is -4.67 / -6.02 eV. Its molecular weight is 557.465 g/mol.

The geometry in XYZ format:
```
52
C13H26N6O6Pt | the OMol25 dataset | wB97M-V/def2-TZVPD
O -0.62 -0.59 -3.11
H -0.36 -1.14 -3.88
Pt 0.89 0.15 0.04
N 1.96 -1.37 -0.75
N -0.34 -1.64 0.13
N 1.18 2.17 0.17
N -0.73 0.94 1.11
O 3.15 -1.12 -1.09
O 2.29 2.74 -0.06
O -1.46 0.27 1.95
O -1.52 -1.76 0.67
C 0.12 -2.75 -0.48
C 1.40 -2.59 -1.02
C 0.12 2.98 0.50
C -0.96 2.28 1.06
C 2.14 -3.64 -1.79
H 1.92 -3.60 -2.87
H 1.85 -4.65 -1.44
H 3.22 -3.51 -1.64
C -0.70 -4.00 -0.39
H -1.71 -3.90 -0.81
H -0.82 -4.31 0.66
H -0.20 -4.83 -0.92
C 0.34 4.45 0.56
C -2.07 2.91 1.83
H 0.93 4.78 -0.30
H 0.89 4.71 1.49
H -0.61 5.01 0.57
H -2.82 2.19 2.15
H -2.57 3.69 1.24
H -1.67 3.41 2.73
H 2.26 0.87 -1.74
H -1.57 -0.74 1.37
C -1.85 0.02 -3.01
H -2.66 -0.73 -3.02
H -2.01 0.82 -3.73
H -1.79 0.48 -1.98
O 1.29 0.74 -1.88
H 0.27 -0.26 -2.78
H 0.88 1.64 -1.92
C 2.70 1.07 4.95
N 2.27 0.26 3.82
C 2.35 -1.12 3.66
C 1.83 -1.40 2.43
N 1.38 -0.21 1.93
C 1.75 0.80 2.72
H 2.26 0.65 5.87
H 3.80 1.06 5.00
H 2.34 2.09 4.79
H 2.75 -1.80 4.39
H 1.70 -2.30 1.87
H 1.63 1.86 2.53
```



Model 2:
# C13H26N6O6Pt

C13H26N6O6Pt as an isolated structure (wB97M-V/def2-TZVPD, the OMol25 dataset).

The value obtained for the frontier orbital gap (spin up / spin down) is 0.1224 / 0.1713 Eh. The spin multiplicity is 3. The HOMO energy (spin up / spin down) is -4.18 / -5.65 eV. Its molecular weight is 557.465 g/mol.

The geometry in XYZ format:
```
52
C13H26N6O6Pt | the OMol25 dataset | wB97M-V/def2-TZVPD
O -1.55 -0.50 -3.93
H -1.23 -1.27 -4.44
Pt 0.39 0.11 -0.27
N 1.55 -1.28 -1.21
N -0.70 -1.59 -0.23
N 0.84 2.08 -0.18
N -1.06 0.90 0.91
O 2.50 -0.88 -1.96
O 1.93 2.52 -0.66
O -1.75 0.22 1.76
O -1.94 -1.70 0.24
C -0.19 -2.71 -0.77
C 1.12 -2.56 -1.26
C -0.15 2.92 0.29
C -1.24 2.24 0.83
C 1.90 -3.55 -2.03
H 1.61 -3.53 -3.10
H 1.72 -4.56 -1.66
H 2.97 -3.33 -1.97
C -1.10 -3.86 -0.81
H -2.06 -3.63 -1.30
H -1.34 -4.22 0.21
H -0.64 -4.69 -1.36
C 0.03 4.38 0.16
C -2.48 2.84 1.39
H 0.65 4.62 -0.70
H 0.50 4.81 1.06
H -0.95 4.86 0.04
H -3.24 2.06 1.55
H -2.89 3.59 0.71
H -2.28 3.33 2.35
H 1.31 0.29 -2.55
H -2.00 -0.91 0.94
C -2.83 0.00 -4.10
H -3.52 -0.83 -4.18
H -2.87 0.62 -4.98
H -3.05 0.58 -3.21
O 0.40 0.64 -2.26
H -0.83 -0.07 -3.36
H 0.50 1.62 -2.27
C 2.32 0.98 4.83
N 1.86 0.24 3.67
C 1.87 -1.14 3.51
C 1.38 -1.41 2.26
N 1.05 -0.21 1.70
C 1.38 0.78 2.53
H 1.92 0.53 5.75
H 3.42 0.96 4.90
H 1.99 2.02 4.76
H 2.21 -1.81 4.27
H 1.27 -2.35 1.76
H 1.31 1.85 2.36
```



Which of them is least stable? Easy: model 1.



Model 1:
# C7H9NO3S

C7H9NO3S as an isolated structure (wB97M-V/def2-TZVPD, the OMol25 dataset).

The value obtained for the frontier orbital gap is 0.3486 Eh. The spin multiplicity is 1. The HOMO energy is -9.09 eV. Its molecular weight is 187.220 g/mol.

The geometry in XYZ format:
```
21
C7H9NO3S | the OMol25 dataset | wB97M-V/def2-TZVPD
C -1.24 2.54 1.32
C -1.14 1.32 1.98
C -0.59 2.76 0.14
C -0.36 0.36 1.42
C 0.16 1.72 -0.50
C 0.23 0.54 0.15
C 1.16 -1.02 -0.72
N 2.11 -1.64 0.11
O 0.12 -2.70 -2.32
O -1.49 -1.36 -1.04
O -0.22 -3.13 0.04
S -0.25 -2.04 -0.93
H -1.81 3.26 1.90
H -2.02 1.12 2.63
H -0.65 3.80 -0.30
H -0.32 -0.67 1.83
H 0.44 2.05 -1.49
H 1.62 -0.50 -1.67
H 1.62 -2.37 0.56
H -0.50 -2.18 -2.86
H 3.14 -1.87 -0.26
```



Model 2:
# C7H9NO3S

C7H9NO3S as an isolated structure (wB97M-V/def2-TZVPD, the OMol25 dataset).

The value obtained for the frontier orbital gap is 0.3430 Eh. The spin multiplicity is 1. The HOMO energy is -8.70 eV. Its molecular weight is 187.220 g/mol.

The geometry in XYZ format:
```
21
C7H9NO3S | the OMol25 dataset | wB97M-V/def2-TZVPD
C 2.89 -1.66 -0.02
C 1.88 -1.24 0.86
C 2.52 -1.01 -1.22
C 1.05 -0.32 0.27
C -1.72 0.22 -1.03
C -0.14 0.39 0.67
C -0.83 1.30 -0.43
N -1.83 2.26 0.16
O -2.69 0.00 1.33
O -1.60 -2.10 0.57
O 1.55 -0.14 -1.00
S -1.69 -0.65 0.50
H 3.59 -2.38 0.23
H 1.96 -1.52 1.94
H 2.97 -0.98 -2.26
H -2.63 0.72 -1.35
H -1.34 -0.44 -1.76
H 0.07 0.96 1.91
H -0.23 1.96 -1.00
H -2.41 1.79 0.78
H -1.33 2.81 0.84
```



Which of them is least stable? Easy: model 2.